1.
106
Properties=species:S:1:pos:R:3:lowdin_charge:R:1 method="wB97M-V/def2-TZVPD" e_homo_ev="-12.677 / -12.759" multiplicity=2 e_above_lowest_kcal_mol=47.3 total_charge=+2 s2=0.761 energy_ha=-4219.98994
Re 1.421 0.727 -0.524 0.826
C 3.310 3.516 0.458 -0.451
C 4.261 2.419 0.898 -0.423
S 3.578 0.736 0.783 0.871
C 4.835 -0.113 -0.188 -0.498
C 5.091 0.439 -1.576 -0.455
S 3.587 0.610 -2.575 0.851
C 3.813 2.251 -3.277 -0.475
C 3.886 3.358 -2.250 -0.462
S 2.481 3.266 -1.126 0.959
H 2.504 3.643 1.176 0.069
H 3.843 4.465 0.401 0.107
H 5.196 2.429 0.339 0.078
H 4.501 2.569 1.951 0.100
H 5.757 -0.111 0.394 0.103
H 4.475 -1.139 -0.236 0.054
H 5.586 1.408 -1.548 0.074
H 5.748 -0.251 -2.104 0.099
H 4.707 2.230 -3.898 0.103
H 2.948 2.381 -3.930 0.094
H 4.807 3.332 -1.671 0.076
H 3.836 4.323 -2.753 0.101
S 0.204 -0.624 1.033 0.855
C -0.013 -2.161 0.354 -0.564
N -0.987 -2.940 0.711 -0.044
C -1.110 -4.277 0.111 -0.066
C 0.252 -4.869 -0.052 -0.065
N 1.097 -3.948 -0.836 -0.058
C 2.011 -4.589 -1.819 -0.080
C 1.228 -5.266 -2.920 -0.230
C 0.503 -4.493 -3.827 -0.037
C -0.226 -5.102 -4.837 -0.060
C -0.233 -6.491 -4.948 -0.059
C 0.486 -7.263 -4.047 -0.056
C 1.214 -6.651 -3.032 -0.043
C 0.993 -2.653 -0.646 -0.572
S 1.951 -1.508 -1.421 0.724
C -2.022 -2.588 1.718 -0.087
C -1.773 -3.311 3.023 -0.220
C -0.662 -3.004 3.810 -0.037
C -0.425 -3.707 4.982 -0.060
C -1.296 -4.718 5.379 -0.062
C -2.408 -5.016 4.607 -0.059
C -2.643 -4.318 3.427 -0.043
H -1.618 -4.184 -0.850 0.142
H -1.710 -4.895 0.774 0.141
H 0.186 -5.811 -0.590 0.136
H 0.716 -5.050 0.920 0.154
H 2.614 -5.319 -1.276 0.141
H 2.672 -3.833 -2.223 0.092
H 0.523 -3.410 -3.745 0.094
H -0.781 -4.497 -5.546 0.113
H -0.794 -6.967 -5.743 0.115
H 0.485 -8.343 -4.134 0.116
H 1.785 -7.259 -2.334 0.121
H -2.977 -2.898 1.298 0.134
H -2.039 -1.510 1.837 0.099
H 0.011 -2.199 3.522 0.097
H 0.436 -3.461 5.592 0.113
H -1.110 -5.266 6.295 0.115
H -3.097 -5.792 4.920 0.115
H -3.521 -4.548 2.829 0.119
O 1.298 1.518 2.570 -0.034
C 0.565 2.259 1.933 -0.618
N -0.216 3.234 2.420 0.172
C -0.995 3.943 1.409 -0.232
C -0.421 3.285 0.133 -0.420
O -0.677 3.605 -0.993 0.067
N 0.467 2.246 0.509 -0.113
C -2.504 3.633 1.539 -0.127
C -3.047 3.414 2.803 -0.025
C -4.402 3.158 2.958 -0.063
C -5.235 3.119 1.848 -0.072
C -4.705 3.357 0.588 -0.062
C -3.347 3.619 0.432 -0.034
C -0.749 5.459 1.471 -0.134
C -0.434 6.048 2.693 -0.031
C -0.258 7.422 2.793 -0.065
C -0.397 8.224 1.671 -0.072
C -0.721 7.645 0.453 -0.059
C -0.903 6.270 0.350 -0.018
H -0.317 3.357 3.411 0.147
H -2.425 3.457 3.690 0.109
H -4.808 2.997 3.950 0.112
H -6.293 2.917 1.967 0.111
H -5.348 3.347 -0.285 0.113
H -2.956 3.823 -0.558 0.113
H -0.334 5.448 3.591 0.106
H -0.018 7.864 3.753 0.112
H -0.259 9.296 1.747 0.112
H -0.840 8.265 -0.428 0.112
H -1.167 5.836 -0.604 0.109
C 0.091 0.937 -2.221 -0.260
C -1.133 0.080 -2.068 -0.314
C -2.195 0.461 -1.245 -0.053
C -3.324 -0.338 -1.115 -0.065
C -3.418 -1.541 -1.812 -0.087
C -2.376 -1.928 -2.645 -0.087
C -1.245 -1.124 -2.764 -0.075
H -0.160 1.983 -2.269 0.034
H 0.625 0.650 -3.129 0.047
H -2.152 1.407 -0.713 0.091
H -4.144 -0.006 -0.485 0.111
H -4.314 -2.149 -1.737 0.109
H -2.456 -2.838 -3.231 0.105
H -0.447 -1.409 -3.441 0.093

2.
7
Properties=species:S:1:pos:R:3:lowdin_charge:R:1 method="wB97M-V/def2-TZVPD" smiles="O=C(O)C=S" e_homo_ev=-9.361 e_above_lowest_kcal_mol=5.7 energy_ha=-626.05323
O -0.806 -0.941 -0.989 0.081
C -0.049 -0.429 -0.207 -0.622
O 0.965 -1.081 0.409 0.108
C -0.158 0.994 0.218 -0.528
S -1.270 1.917 -0.511 0.792
H 0.870 -1.982 0.119 0.113
H 0.448 1.523 0.961 0.056

3.
39
Properties=species:S:1:pos:R:3:lowdin_charge:R:1 method="wB97M-V/def2-TZVPD" smiles="O=S1(=O)C[C@@H](N(CCO)C(=S)Nc2ccccc2)[C@@H](O)C1" e_homo_ev=-8.305 e_above_lowest_kcal_mol=3.0 energy_ha=-1713.00147
O -4.041 -2.222 -0.723 -0.296
S -3.623 -0.895 -0.394 0.719
O -4.358 0.202 -0.986 -0.315
C -1.847 -0.617 -0.676 -0.143
C -1.338 -0.169 0.695 -0.331
N -0.104 0.599 0.631 -0.060
C -0.148 2.044 0.514 -0.121
C -0.052 2.551 -0.937 -0.223
O -1.203 2.262 -1.683 -0.058
C 1.052 -0.114 0.451 -0.733
S 1.049 -1.770 0.492 0.760
N 2.195 0.601 0.292 0.063
C 3.499 0.138 0.058 -0.257
C 4.548 0.889 0.585 -0.032
C 5.858 0.515 0.359 -0.090
C 6.138 -0.608 -0.402 -0.096
C 5.098 -1.341 -0.945 -0.076
C 3.783 -0.973 -0.727 -0.068
C -2.526 0.496 1.438 -0.366
O -3.009 1.676 0.845 -0.054
C -3.603 -0.578 1.410 -0.126
H -1.387 -1.543 -1.004 0.086
H -1.733 0.162 -1.429 0.099
H -1.082 -1.067 1.275 0.088
H 0.644 2.496 1.120 0.123
H -1.096 2.383 0.929 0.114
H 0.135 3.634 -0.914 0.123
H 0.771 2.064 -1.467 0.122
H -1.972 2.640 -1.237 0.093
H 2.169 1.575 0.562 0.119
H 4.331 1.767 1.179 0.110
H 6.661 1.101 0.780 0.102
H 7.162 -0.905 -0.574 0.100
H 5.307 -2.209 -1.552 0.105
H 2.983 -1.546 -1.165 0.059
H -2.222 0.764 2.457 0.165
H -3.589 1.426 0.098 0.058
H -3.333 -1.484 1.939 0.118
H -4.573 -0.208 1.726 0.121